one:
C3H3ClN2 | wB97M-V/def2-TZVPD

Element x y z (Å)
Cl -1.5584 -3.4395 0.0611
C -1.2656 -1.8379 0.2170
N -1.6316 -0.9925 1.0609
C -0.8554 0.1597 0.9658
C 0.1354 -0.0211 0.0517
N 0.0320 -1.1300 -0.5684
H -1.0027 1.0979 1.6465
H 0.7750 0.7276 -0.1897
H 0.6339 -1.4287 -1.3554

Properties
- gap between HOMO and LUMO (hartree) = 0.3317
- SMILES = Clc1ncc[nH]1
- LUMO energy (eV) = 0.80
- HOMO level (eV) = -8.2

Electronic structure analysis, Löwdin charges in units of e:
1 Cl 0.74
2 C -0.80
3 N 0.03
4 C -0.16
5 C -0.25
6 N 0.07
7 H 0.13
8 H 0.09
9 H 0.15

---

two:
C3H3ClN2 | wB97M-V/def2-TZVPD

Element x y z (Å)
H 2.6695 -0.1403 -0.0225
N 1.6872 -0.2793 -0.2572
C 0.6527 -0.3040 0.4478
C -0.5842 -0.1653 -0.4429
Cl -1.6487 -1.6248 0.1120
C -1.3552 1.0332 -0.0835
N -1.8566 2.0492 0.2177
H 0.7291 -0.1977 1.5050
H -0.2937 -0.3710 -1.4764

Properties
- gap between HOMO and LUMO (hartree) = 0.3838
- SMILES = [H]/N=C/[C@@H](Cl)C#N
- LUMO energy (eV) = 0.06
- HOMO level (eV) = -10.4

Electronic structure analysis, Löwdin charges in units of e:
1 H 0.07
2 N 0.11
3 C -0.29
4 C -0.56
5 Cl 0.53
6 C -0.25
7 N 0.17
8 H 0.11
9 H 0.11

---

Pick one: it beats the second-best structure by 2.9 kcal/mol.

---

one:
C2H10N4 | wB97M-V/def2-TZVPD

Element x y z (Å)
C 1.0996 1.0608 0.6445
N 1.0313 2.2686 -0.1814
C 0.4134 -0.6484 -0.5529
N 1.1154 -1.7015 -0.7246
H 1.3949 2.0844 -1.1120
H 0.0706 2.5851 -0.2939
H 1.1789 -2.2909 0.1046
H 0.8402 1.3388 1.6784
H 2.1328 0.7147 0.6884
H 0.2243 0.0126 -1.3920
N -0.9478 -0.6646 0.3404
N -2.1459 -0.9363 -0.4486
H -2.9501 -0.8672 0.1678
H -2.0810 -1.8859 -0.8086
H -0.8240 -1.3263 1.1135
H -0.5527 0.2561 0.7763

Properties
- gap between HOMO and LUMO (hartree) = 0.2579
- LUMO energy (eV) = 0.52
- HOMO level (eV) = -6.5

Electronic structure analysis, Löwdin charges in units of e:
1 C -0.26
2 N -0.08
3 C -0.37
4 N 0.01
5 H 0.05
6 H 0.05
7 H 0.02
8 H 0.05
9 H 0.05
10 H 0.09
11 N -0.07
12 N 0.05
13 H 0.08
14 H 0.09
15 H 0.14
16 H 0.11

---

two:
C2H10N4 | wB97M-V/def2-TZVPD

Element x y z (Å)
N -1.5369 1.7585 -0.0659
C -1.4627 0.4311 0.4425
C -0.0114 -0.3506 0.3871
N -0.2159 -1.7255 0.0024
N 0.8330 0.3442 -0.5225
N 2.2739 -0.3742 -0.5606
H -1.2187 1.7850 -1.0472
H -0.9459 2.3886 0.4753
H -1.7936 0.4243 1.4711
H -2.1624 -0.1753 -0.1274
H 0.4247 -0.2410 1.3971
H 0.6841 -2.2262 0.0490
H -0.8956 -2.1681 0.6074
H 0.5338 0.0908 -1.4631
H 2.7299 -0.0270 0.2873
H 2.7637 0.0653 -1.3327

Properties
- gap between HOMO and LUMO (hartree) = 0.3687
- SMILES = NC[C@@H](N)NN
- LUMO energy (eV) = 1.17
- HOMO level (eV) = -8.9

Electronic structure analysis, Löwdin charges in units of e:
1 N -0.02
2 C -0.24
3 C -0.48
4 N 0.03
5 N -0.07
6 N 0.01
7 H 0.07
8 H 0.07
9 H 0.09
10 H 0.10
11 H 0.13
12 H 0.07
13 H 0.07
14 H 0.09
15 H 0.05
16 H 0.05

---

three:
C2H10N4 | wB97M-V/def2-TZVPD

Element x y z (Å)
H 1.8913 -1.6802 2.3442
N 1.4274 -2.5295 2.3113
C 0.8522 -2.7887 1.1649
N 0.8334 -1.8657 0.2122
H 0.1124 -3.5644 0.8947
H 0.6180 -0.9402 0.5811
H 1.7296 -1.8417 -0.0532
N -0.1465 1.9489 -1.8705
C -1.2066 1.9610 -0.9295
N -0.8976 1.2306 0.2862
H 0.7295 1.3859 -1.6971
H -0.3547 1.4765 -2.7786
H -2.1381 1.3235 -1.3706
H -1.5078 2.9747 -0.8150
H -0.1724 1.7269 0.8262
H -1.7701 1.1821 0.8936

Properties
- gap between HOMO and LUMO (hartree) = 0.3738
- SMILES = [H]/N=C\N.NCN
- LUMO energy (eV) = 0.86
- HOMO level (eV) = -9.3

Electronic structure analysis, Löwdin charges in units of e:
1 H 0.00
2 N 0.09
3 C -0.36
4 N 0.02
5 H 0.11
6 H 0.07
7 H 0.03
8 N -0.05
9 C -0.43
10 N -0.04
11 H 0.08
12 H 0.08
13 H 0.15
14 H 0.08
15 H 0.07
16 H 0.10

---

Pick two: it beats the second-best structure by 22.5 kcal/mol.

---

one:
C7H9NO | wB97M-V/def2-TZVPD

Element x y z (Å)
C 1.6120 -0.8402 -1.2210
C 1.1638 -0.1002 -0.2242
C 2.2366 0.2864 0.7097
C -0.2665 0.2606 0.0273
C -0.7991 1.6845 -0.3332
N -1.1611 2.7496 -0.5768
O -0.3783 -0.2185 1.4237
C -1.2781 -0.7032 0.2921
C -1.5177 -2.0662 -0.3022
H 0.9661 -1.2865 -1.9135
H 2.7288 -1.0337 -1.3581
H 3.2534 0.5567 0.1458
H 1.9717 1.3230 1.1050
H 2.4066 -0.5215 1.5533
H -2.2699 -0.2955 0.5861
H -0.5135 -2.8015 -0.5400
H -2.2951 -2.0421 -1.2776
H -2.0005 -2.5280 0.6550

Properties
- gap between HOMO and LUMO (hartree) = 0.3916
- SMILES = C=C(C)[C@]1(C#N)O[C@@H]1C
- LUMO energy (eV) = 0.69
- HOMO level (eV) = -10.0

Electronic structure analysis, Löwdin charges in units of e:
1 C 0.05
2 C -0.35
3 C -0.09
4 C -0.34
5 C -0.08
6 N 0.15
7 O 0.00
8 C -0.29
9 C -0.07
10 H 0.04
11 H 0.10
12 H 0.12
13 H 0.10
14 H 0.13
15 H 0.15
16 H 0.14
17 H 0.15
18 H 0.10

---

two:
C7H9NO | wB97M-V/def2-TZVPD

Element x y z (Å)
H -3.3486 -2.1771 -0.0758
N -2.3832 -2.3240 -0.1761
C -1.8073 -1.2325 -0.2724
O -0.5185 -0.8594 -0.3215
C 0.5301 -1.8609 -0.4880
C 1.7947 -1.4628 -0.4944
C 2.1804 -0.0073 -0.2845
C 1.3368 0.9916 -0.1124
C 0.4464 1.9421 -0.1810
C -0.2961 2.3527 1.0942
H -2.4181 -0.3061 -0.1808
H 0.1334 -2.7701 -0.6472
H 2.5252 -2.2475 -0.6785
H 3.1608 0.2566 -0.1529
H 0.3424 2.5170 -1.0651
H -0.4518 3.4040 1.2600
H 0.1377 1.9259 1.8367
H -1.3643 1.8578 0.9395

Properties
- gap between HOMO and LUMO (hartree) = 0.3491
- SMILES = [H]/N=C/O/C=C\C=C=CC
- LUMO energy (eV) = 0.82
- HOMO level (eV) = -8.7

Electronic structure analysis, Löwdin charges in units of e:
1 H 0.03
2 N 0.12
3 C -0.34
4 O -0.05
5 C -0.05
6 C -0.05
7 C -0.06
8 C -0.04
9 C -0.13
10 C -0.07
11 H 0.13
12 H 0.07
13 H 0.10
14 H 0.06
15 H 0.09
16 H 0.06
17 H -0.01
18 H 0.11

---

Pick two: it beats the second-best structure by 16.9 kcal/mol.

---

one:
CH3I2O2P | wB97M-V/def2-TZVPD

Element x y z (Å)
C 1.1738 -0.2797 0.5334
O 0.1676 0.6847 0.5060
P -0.9532 0.4177 -0.5845
O -0.4461 0.4252 -2.2607
I -2.1720 2.2920 -0.0118
I -1.9243 -1.6901 0.0624
H 1.0959 -0.9412 -0.3980
H 0.9338 -1.1374 1.3402
H 2.1247 0.2288 0.8131

Properties
- gap between HOMO and LUMO (hartree) = 0.3201
- SMILES = COP(=O)(I)I
- LUMO energy (eV) = -1.11
- HOMO level (eV) = -9.8

Electronic structure analysis, Löwdin charges in units of e:
1 C -0.22
2 O -0.54
3 P -0.19
4 O -0.54
5 I 0.65
6 I 0.56
7 H 0.07
8 H 0.10
9 H 0.10

---

two:
CH3I2O2P | wB97M-V/def2-TZVPD

Element x y z (Å)
C -1.2887 -0.0205 0.3207
O 1.8830 0.0385 -2.1357
O -0.5238 -0.0546 -0.9176
P 1.0334 0.0368 -0.7160
I 1.5598 -1.8152 0.8262
I 1.7138 1.8647 0.8035
H -2.1623 0.7216 0.3352
H -0.5893 0.2913 1.1151
H -1.6259 -1.0626 0.3687

Properties
- gap between HOMO and LUMO (hartree) = 0.3135
- LUMO energy (eV) = -1.35
- HOMO level (eV) = -9.9

Electronic structure analysis, Löwdin charges in units of e:
1 C -0.19
2 O -0.49
3 O -0.42
4 P -0.05
5 I 0.49
6 I 0.49
7 H 0.12
8 H -0.03
9 H 0.08

---

Pick two: it beats the second-best structure by 20.0 kcal/mol.

---

one:
C3H8NO2P | wB97M-V/def2-TZVPD

Element x y z (Å)
C 2.2817 0.0375 0.3618
C 1.5543 0.8355 -0.3875
C -2.8111 -1.1131 -0.7350
N 0.3148 1.2214 0.0761
O -1.6466 -0.1578 1.5310
O -2.3992 1.6562 0.0121
P -2.0936 0.2189 -0.0250
H 3.3430 -0.3259 0.0584
H 1.9462 -0.3103 1.2540
H 2.0532 1.1602 -1.2268
H -3.2654 -1.0179 -1.7505
H -2.4069 -2.0151 -0.5844
H 0.1168 0.9626 1.0003
H -2.2436 -0.8317 1.9689
H -0.0994 1.9446 -0.4151

Properties
- gap between HOMO and LUMO (spin up / spin down) (hartree) = 0.3095 / 0.3096
- LUMO energy (spin up / spin down) (eV) = -0.11 / -0.11
- HOMO level (spin up / spin down) (eV) = -8.5 / -8.5

Electronic structure analysis, Löwdin charges in units of e:
1 C -0.02
2 C -0.26
3 C -0.18
4 N 0.03
5 O -0.24
6 O -0.33
7 P 0.63
8 H 0.09
9 H 0.01
10 H 0.08
11 H 0.03
12 H -0.06
13 H 0.05
14 H 0.10
15 H 0.06

---

two:
C3H8NO2P | wB97M-V/def2-TZVPD

Element x y z (Å)
C 1.9296 1.5859 0.6295
C 0.8956 1.5529 0.0102
C -0.2847 1.4325 -0.8509
N -0.6671 0.0355 -1.1766
H 2.6075 1.7969 1.4627
H -0.1435 2.1380 -1.6792
H -1.0625 1.8719 -0.2532
H -1.5531 -0.1527 -0.7428
H -0.3004 -0.2770 -2.1132
O -0.2862 -0.7152 1.6815
P 0.3139 -1.6730 0.4960
O -0.9892 -2.5455 0.2241
H -0.0315 0.2874 1.6208
H 0.8346 -2.6540 1.3568
H -1.2629 -2.6836 -0.6657

Properties
- gap between HOMO and LUMO (hartree) = 0.3045
- SMILES = C#CCN.OPO
- LUMO energy (eV) = 0.65
- HOMO level (eV) = -7.6

Electronic structure analysis, Löwdin charges in units of e:
1 C 0.10
2 C -0.19
3 C -0.28
4 N -0.08
5 H 0.05
6 H 0.12
7 H 0.11
8 H 0.06
9 H 0.12
10 O -0.36
11 P 0.66
12 O -0.32
13 H 0.07
14 H -0.07
15 H 0.03

---

Pick one: it beats the second-best structure by 18.7 kcal/mol.

---

one:
C2H5O3P | wB97M-V/def2-TZVPD

Element x y z (Å)
O -1.1178 2.0311 -1.5278
P -0.9322 1.3077 -0.2577
O 0.5413 1.0864 0.2807
C 1.0228 -0.2723 0.5803
C 0.0298 -1.2014 -0.2120
O -1.2818 -0.6890 -0.2396
H -1.6067 1.8880 0.7409
H 1.0650 -0.3264 1.6843
H 1.9812 -0.3780 0.0611
H 0.4338 -1.2789 -1.3241
H -0.1353 -2.1672 0.2139

Properties
- gap between HOMO and LUMO (hartree) = 0.4121
- SMILES = O=[PH]1OCCO1
- LUMO energy (eV) = 0.82
- HOMO level (eV) = -10.4

Electronic structure analysis, Löwdin charges in units of e:
1 O -0.31
2 P 0.75
3 O -0.27
4 C -0.14
5 C -0.29
6 O -0.26
7 H 0.04
8 H 0.13
9 H 0.12
10 H 0.15
11 H 0.10

---

two:
C2H5O3P | wB97M-V/def2-TZVPD

Element x y z (Å)
C -0.1942 1.4428 -0.3689
C -0.7470 0.0140 -0.0314
O 1.9381 -3.0066 -0.5143
O -0.8323 -0.1715 1.3925
O 0.4356 -1.1570 -0.8005
P 1.2346 -2.0321 0.2915
H 0.7784 1.3781 0.2044
H -0.8475 2.2090 -0.0015
H -0.0909 1.5135 -1.4186
H -1.6787 -0.3988 -0.4998
H 0.0040 0.2086 1.7467

Properties
- gap between HOMO and LUMO (hartree) = 0.3781
- LUMO energy (eV) = 0.39
- HOMO level (eV) = -9.9

Electronic structure analysis, Löwdin charges in units of e:
1 C -0.02
2 C -0.24
3 O -0.45
4 O -0.08
5 O -0.42
6 P 0.73
7 H 0.10
8 H 0.08
9 H 0.07
10 H 0.15
11 H 0.09

---

Pick one: it beats the second-best structure by 8.5 kcal/mol.